Record 1
{"formula": "C4H11FN3O2", "method": "ωB97M-V with the def2-TZVPD basis set", "elements": ["C", "C", "C", "C", "N", "N", "N", "O", "O", "F", "H", "H", "H", "H", "H", "H", "H", "H", "H", "H", "H"], "positions_angstrom": [[0.036, 0.309, 2.900], [0.725, -0.716, 2.440], [-1.497, 0.233, 0.691], [0.758, 0.553, -3.139], [0.485, -0.200, -2.107], [-1.337, -1.117, 0.553], [-0.701, 0.963, -0.055], [1.534, -0.609, 1.382], [1.374, 0.141, -4.278], [0.217, 1.530, 2.357], [-0.597, 0.380, 3.822], [0.370, -1.584, 2.859], [-2.307, 0.767, 1.324], [0.687, 1.626, -3.298], [0.771, -1.155, -2.268], [-2.012, -1.620, 0.975], [-0.890, -1.534, -0.216], [-0.043, 0.461, -0.588], [-0.822, 1.966, -0.304], [1.621, 0.343, 1.129], [1.627, -0.735, -4.179]], "mulliken_charge": [-0.239, -0.165, 0.033, 0.146, -0.557, -0.224, -0.057, -0.487, -0.418, -0.266, 0.384, 0.440, 0.347, 0.317, 0.120, 0.229, 0.168, 0.293, 0.261, 0.380, 0.296], "charge": 1, "gap_ev": 9.16, "largest_force_ev_per_a": 4.00, "multiplicity": 1, "total_energy_ha": -573.31355, "relative_energy_kcal_mol": 0.0}

---

Record 2
{"formula": "C4H11N2", "method": "ωB97M-V with the def2-TZVPD basis set", "elements": ["C", "C", "C", "N", "C", "N", "H", "H", "H", "H", "H", "H", "H", "H", "H", "H", "H"], "positions_angstrom": [[0.941, -0.583, 1.534], [0.110, -1.563, 0.762], [-0.893, -0.949, -0.266], [-0.994, 0.494, -0.640], [0.005, 1.374, -0.632], [0.339, 2.113, -1.689], [0.396, 0.185, 2.097], [1.674, -0.094, 0.877], [1.555, -1.039, 2.299], [-0.512, -2.183, 1.418], [0.758, -2.262, 0.226], [-1.906, -1.166, 0.040], [-0.805, -1.524, -1.192], [-1.928, 0.763, -0.932], [0.496, 1.587, 0.325], [0.172, 3.114, -1.638], [0.591, 1.733, -2.589]], "mulliken_charge": [-1.417, -0.096, -0.582, -0.123, 0.003, -0.322, 0.343, 0.365, 0.393, 0.304, 0.312, 0.353, 0.315, 0.262, 0.362, 0.274, 0.256], "charge": 1, "gap_ev": 9.26, "largest_force_ev_per_a": 2.03, "multiplicity": 1, "total_energy_ha": -268.20385, "relative_energy_kcal_mol": 63.4, "smiles": "CCCNC=[NH2+]"}

---

Record 3
{"formula": "C4H11N2", "method": "ωB97M-V with the def2-TZVPD basis set", "elements": ["C", "C", "C", "N", "C", "N", "H", "H", "H", "H", "H", "H", "H", "H", "H", "H", "H"], "positions_angstrom": [[-1.949, -1.041, -0.684], [-1.919, 0.424, -0.195], [-0.737, 0.765, 0.683], [0.533, 0.579, -0.059], [1.436, -0.270, 0.364], [2.698, -0.316, -0.005], [-1.775, -1.688, 0.171], [-2.921, -1.230, -1.136], [-1.262, -1.213, -1.514], [-2.042, 1.254, -0.901], [-2.868, 0.474, 0.340], [-0.744, 1.810, 0.987], [-0.749, 0.151, 1.585], [0.560, 0.933, -0.998], [1.066, -1.019, 1.059], [3.192, -1.101, 0.408], [3.233, 0.452, -0.392]], "mulliken_charge": [-1.077, -0.449, -0.673, -0.148, 0.193, -0.319, 0.292, 0.371, 0.297, 0.372, 0.317, 0.272, 0.412, 0.280, 0.311, 0.280, 0.270], "charge": 1, "gap_ev": 11.33, "largest_force_ev_per_a": 1.59, "multiplicity": 1, "total_energy_ha": -268.27588, "relative_energy_kcal_mol": 18.2, "smiles": "CCCNC=[NH2+]"}

---

Q: Number 3 is which compound?
A: C4H11N2